# C6H7N

A 2-piece molecular cluster, C6H7N overall at a distorted geometry (ωB97M-V with the def2-TZVPD basis set, the OMol25 dataset).

Properties
Calculated total energy, eV: -7814.9664
Molar mass, g/mol: 93.129
Gap between HOMO and LUMO (alpha / beta), eV: 6.43 / 7.72
Spin multiplicity: 3
HOMO (alpha / beta), eV: -5.54 / -9.39
<S²>: 2.01
F_max, eV Å⁻¹: 8.3
LUMO level (alpha / beta), eV: 0.9 / -1.7
Relative energy (zero: lowest compared OMol25 entry of this formula, charge and spin), kJ/mol: 513.44

Cartesian coordinates (Å):
C  -2.961  -0.882  0.396
C  -2.540  -0.069  -0.591
C  -2.315  0.268  0.737
C  1.827  -0.295  -0.548
C  0.976  -0.045  0.617
C  0.968  0.895  -0.294
N  -1.807  1.049  1.567
H  -3.483  -1.767  0.641
H  2.827  -0.173  -0.339
H  1.514  -1.122  -1.214
H  -2.711  0.058  -1.706
H  0.353  -0.388  1.347
H  0.541  1.614  -0.928
H  -1.349  1.889  1.045


# C24H25BN9O4PtS

C24H25BN9O4PtS as an isolated structure (ωB97M-V with the def2-TZVPD basis set, the OMol25 dataset).

Properties
Calculated total energy, eV: -61637.4130
Molar mass, g/mol: 741.480
Gap between HOMO and LUMO (alpha / beta), eV: 8.40 / 4.91
Spin multiplicity: 6
HOMO (alpha / beta), eV: -13.57 / -13.58
<S²>: 8.79
F_max, eV Å⁻¹: 0.5
LUMO level (alpha / beta), eV: -5.2 / -8.7
Relative energy (zero: lowest compared OMol25 entry of this formula, charge and spin), kJ/mol: 0.00
Charge: +2

Cartesian coordinates (Å):
Pt  -0.134  0.356  0.097
C  -1.994  -2.118  3.027
C  -1.415  -2.009  1.777
N  -0.699  -0.873  1.711
N  -0.854  -0.222  2.889
C  -1.611  -0.966  3.700
B  -0.317  1.225  3.172
N  1.139  1.347  2.610
C  2.233  1.889  3.141
C  3.213  2.001  2.149
C  2.628  1.493  1.013
N  1.375  1.083  1.300
N  -1.177  2.218  2.356
C  -1.616  3.463  2.622
C  -2.177  3.987  1.477
C  -2.018  2.988  0.518
N  -1.420  1.930  1.057
N  -0.375  1.483  4.641
C  -1.417  1.908  5.414
C  -1.084  1.692  6.722
C  0.197  1.104  6.663
N  0.615  0.968  5.421
H  -2.597  -2.923  3.407
H  -1.444  -2.666  0.923
H  -1.812  -0.639  4.707
H  2.256  2.133  4.189
H  4.205  2.397  2.266
H  3.009  1.381  0.011
H  -1.495  3.898  3.599
H  -2.634  4.953  1.358
H  -2.298  2.977  -0.522
H  -2.321  2.304  4.982
H  -1.672  1.922  7.592
H  0.827  0.782  7.478
O  0.424  1.421  -2.413
C  -0.711  1.012  -2.561
O  -1.457  0.638  -1.557
C  -1.385  0.856  -3.882
C  -0.848  1.375  -5.031
C  -1.516  1.205  -6.251
C  -2.718  0.500  -6.320
C  -3.268  -0.043  -5.182
C  -2.607  0.134  -3.938
S  -3.263  -0.543  -2.551
H  0.085  1.920  -4.975
H  -1.093  1.628  -7.153
H  -3.219  0.377  -7.271
H  -4.196  -0.599  -5.222
O  -0.638  -2.128  -1.315
C  0.584  -2.068  -1.303
O  1.290  -1.079  -0.891
C  1.402  -3.217  -1.884
N  2.774  -3.206  -1.260
C  3.740  -3.681  -2.308
C  3.201  -3.025  -3.567
C  1.671  -3.053  -3.400
H  0.928  -4.168  -1.656
H  2.815  -3.753  -0.401
H  2.940  -2.221  -1.004
H  3.664  -4.767  -2.344
H  4.750  -3.400  -2.023
H  3.530  -3.562  -4.453
H  3.568  -2.002  -3.647
H  1.221  -3.881  -3.941
H  1.218  -2.135  -3.769


# C6H13O2

A 2-piece molecular cluster, C6H13O2 overall at a distorted geometry (ωB97M-V with the def2-TZVPD basis set, the OMol25 dataset).

Properties
Calculated total energy, eV: -10521.2867
Molar mass, g/mol: 117.168
Gap between HOMO and LUMO (alpha / beta), eV: 8.42 / 9.80
Spin multiplicity: 4
HOMO (alpha / beta), eV: -7.36 / -10.78
<S²>: 3.76
F_max, eV Å⁻¹: 6.1
LUMO level (alpha / beta), eV: 1.1 / -1.0
Relative energy (zero: lowest compared OMol25 entry of this formula, charge and spin), kJ/mol: 127.68

Cartesian coordinates (Å):
O  -3.503  0.184  0.234
O  -4.750  -0.018  0.301
C  1.329  -2.089  -0.014
C  0.262  -1.015  0.207
C  0.666  0.384  -0.280
C  1.932  0.888  0.431
C  -0.558  1.322  -0.026
C  -1.789  0.913  -0.698
H  0.908  -3.044  0.306
H  1.595  -2.185  -1.075
H  2.228  -1.909  0.597
H  -0.680  -1.297  -0.291
H  0.072  -0.910  1.287
H  0.847  0.342  -1.364
H  1.766  0.946  1.521
H  2.774  0.212  0.224
H  2.221  1.875  0.051
H  -0.689  1.426  1.079
H  -0.357  2.329  -0.452
H  -2.495  1.713  -0.878
H  -1.778  -0.068  -1.162